Below is the ion C3H8N2O with charge -1 in a non-equilibrium geometry, with properties calculated with wB97M-V/def2-TZVPD.

CARTESIAN COORDINATES (ANGSTROEM)
1 N 0.2823 0.9644 -1.7406
2 C -0.7410 1.1330 -0.6362
3 C -0.8728 0.0184 0.3720
4 N -0.0130 -1.0899 0.1622
5 C 0.7835 -1.4999 1.2926
6 O -1.6110 0.1824 1.3845
7 H 1.2021 1.2431 -1.4011
8 H 0.0968 1.8142 -2.2797
9 H -0.4955 2.1523 -0.2579
10 H -1.7660 1.1803 -1.0784
11 H 0.2349 -1.1361 -0.8105
12 H 0.2317 -1.2529 2.2010
13 H 0.8379 -2.5922 1.4408
14 H 1.8300 -1.1173 1.3513

Values from the calculation:
- Frontier orbital gap (alpha / beta): 2.9 / 8.1 eV
- Charge: -1
- Electronic energy: -303.778626 a.u.
- HOMO energy (alpha / beta): 1.40 / -3.92 eV
- Multiplicity: 2
- Energy above the lowest of the compared OMol25 structures with the same formula, charge and spin: 1.441 eV



Below is the ion CH3N2O2 with charge +1 in a non-equilibrium geometry, with properties calculated with wB97M-V/def2-TZVPD.

CARTESIAN COORDINATES (ANGSTROEM)
1 C 0.2421 -0.5659 -0.1032
2 N -1.1617 0.0807 -0.0004
3 N 1.1099 0.3410 0.0547
4 O -1.2045 1.2636 -0.2094
5 O -1.9916 -0.7846 0.1199
6 H 0.3523 -1.7107 -0.0510
7 H 2.0540 0.1999 0.0514
8 H 0.5995 1.1760 0.1381

Values from the calculation:
- Frontier orbital gap (alpha / beta): 10.1 / 10.1 eV
- Charge: +1
- Electronic energy: -299.454141 a.u.
- HOMO energy (alpha / beta): -17.57 / -17.57 eV
- Multiplicity: 1
- Energy above the lowest of the compared OMol25 structures with the same formula, charge and spin: 2.571 eV



Below is a structure of composition C36H18Cl3F5N4O5SSeY in a non-equilibrium geometry, with properties calculated with wB97M-V/def2-TZVPD.

CARTESIAN COORDINATES (ANGSTROEM)
1 Y -0.0363 1.1644 0.1259
2 C -1.3455 -0.3194 4.4162
3 C -0.1639 -0.1628 5.1258
4 C 0.8356 0.6268 4.5939
5 C 0.6556 1.2179 3.3436
6 N -0.4809 1.0373 2.6518
7 C -1.4533 0.3057 3.1891
8 C 1.6860 2.0615 2.7058
9 C 2.5637 2.8085 3.4985
10 C 3.5273 3.6037 2.9091
11 C 3.6216 3.6444 1.5240
12 C 2.7403 2.9081 0.7469
13 C 1.7392 2.0998 1.3010
14 H -2.1558 -0.9262 4.7950
15 H -0.0293 -0.6495 6.0832
16 H 1.7719 0.7530 5.1192
17 H -2.3655 0.2319 2.6078
18 H 2.4633 2.8016 4.5793
19 H 4.1899 4.2045 3.5207
20 H 4.3712 4.2702 1.0514
21 H 2.8274 2.9830 -0.3343
22 O 0.2480 4.7774 -2.3833
23 C 0.0895 3.6507 -1.9340
24 O 0.0001 3.2886 -0.7217
25 C 0.0339 2.5101 -2.9614
26 C -0.3221 2.8297 -4.2896
27 C -0.2899 1.8518 -5.2331
28 C 0.2026 0.5732 -4.8823
29 C 0.3556 -0.4621 -5.8313
30 C 0.8681 -1.6727 -5.4620
31 C 1.2482 -1.8972 -4.1258
32 C 1.1014 -0.9172 -3.1837
33 C 0.5588 0.3418 -3.5288
34 N 0.4035 1.3090 -2.5703
35 H -0.6258 3.8457 -4.4930
36 H -0.5993 2.0346 -6.2559
37 H 0.0626 -0.2672 -6.8565
38 H 0.9862 -2.4600 -6.1961
39 H 1.6692 -2.8541 -3.8429
40 H 1.4034 -1.0857 -2.1653
41 O -0.6515 -1.0331 -0.8287
42 C -0.1318 -1.7374 0.0500
43 N 0.4517 -1.2221 1.1344
44 S 1.3084 -2.3818 1.8992
45 O 2.7017 -2.3332 1.5246
46 O 1.0488 -2.4403 3.3075
47 C 0.6264 -3.7678 1.0036
48 C 0.8266 -5.1242 1.1278
49 C 0.2400 -5.9461 0.1708
50 C -0.5097 -5.4066 -0.8695
51 C -0.6918 -4.0346 -0.9852
52 C -0.1069 -3.2243 -0.0286
53 H 1.4273 -5.5251 1.9335
54 H 0.3803 -7.0175 0.2316
55 H -0.9558 -6.0696 -1.5998
56 H -1.2717 -3.5902 -1.7836
57 F -7.6556 -0.5915 0.3239
58 C -6.5292 0.1314 0.3866
59 C -6.5846 1.5109 0.4798
60 F -7.7838 2.1087 0.5302
61 C -5.4247 2.2580 0.5208
62 F -5.5361 3.5870 0.6060
63 C -4.1536 1.6764 0.4744
64 Se -2.5653 2.6955 0.4463
65 C -4.1504 0.2797 0.4092
66 F -2.9705 -0.3533 0.4134
67 C -5.2936 -0.4884 0.3574
68 F -5.2290 -1.8253 0.2836
69 Cl 4.8519 0.3638 2.1687
70 C 4.8134 -0.1001 0.4604
71 Cl 5.6401 1.1670 -0.4822
72 Cl 5.6623 -1.6312 0.1968
73 C 3.4459 -0.1479 -0.0497
74 N 2.4148 0.1520 -0.4500

Values from the calculation:
- Frontier orbital gap: 6.7 eV
- Charge: -1
- Electronic energy: -6695.986284 a.u.
- HOMO energy: -4.58 eV
- Multiplicity: 1
- Energy above the lowest of the compared OMol25 structures with the same formula, charge and spin: 1.407 eV



Below is a cluster of 2 separate species, C31H53ClI2N4O9PS in total in a non-equilibrium geometry, with properties calculated with wB97M-V/def2-TZVPD.

CARTESIAN COORDINATES (ANGSTROEM)
1 C 4.3655 -2.0775 1.6407
2 C 2.9948 -2.4041 0.8763
3 C 2.0169 -1.1317 1.0270
4 C 1.3732 -1.2632 2.4710
5 N 0.2832 -0.5142 2.9897
6 C -1.0683 -0.1601 2.5747
7 C -0.7552 1.4042 2.1960
8 I 1.2992 2.1984 1.9848
9 C -1.6248 2.4516 1.9892
10 C -1.2029 3.9292 1.5991
11 I -3.7356 2.2951 2.1421
12 C -1.8123 -0.1915 4.0484
13 C -1.4397 0.8243 5.1835
14 C -1.5824 2.3633 5.2367
15 C -0.1314 3.0535 5.1600
16 Cl 0.3154 3.8173 6.7781
17 O -1.2404 -1.4463 4.6668
18 C -2.1116 -2.1123 5.4396
19 N -2.8666 -2.6848 6.0838
20 N -3.2341 -0.3660 4.1088
21 C -3.9783 -0.9677 3.0274
22 O -4.6791 -2.1285 3.5402
23 C -6.0590 -2.1000 3.1908
24 C -6.3330 -2.2656 1.6395
25 C -7.8892 -2.4269 1.3311
26 O -5.7125 -3.4672 1.1152
27 C -3.2584 -1.1586 1.6702
28 N -1.7285 -1.0155 1.5445
29 C -1.5957 -0.6972 0.0576
30 C -1.7661 0.6442 -0.6951
31 C -0.3354 1.3103 -1.0664
32 C 0.0396 1.1592 -2.5629
33 C -0.7861 1.4872 -3.7137
34 C -0.3029 1.2983 -5.0906
35 C 1.0556 0.8061 -5.3501
36 C 1.9614 0.4944 -4.1903
37 C 1.4107 0.6624 -2.8500
38 C -1.2798 -2.4795 1.4382
39 S -1.4131 -3.8124 2.6276
40 O -2.7070 -4.1788 3.1868
41 O -0.3770 -3.9299 3.6715
42 H 4.4274 -1.0021 1.9528
43 H 5.2162 -2.2771 0.9288
44 H 4.4141 -2.7314 2.5475
45 H 2.5150 -3.3567 1.2126
46 H 3.2653 -2.4502 -0.2163
47 H 2.6967 -0.2571 0.8769
48 H 1.3182 -1.2033 0.1557
49 H 1.1919 -2.3866 2.5585
50 H 2.2798 -1.1528 3.1464
51 H 0.6279 0.0289 3.7806
52 H -2.0882 4.5962 1.4462
53 H -0.5969 4.4144 2.4187
54 H -0.6378 3.9498 0.6219
55 H -2.0787 0.4650 6.0561
56 H -0.4072 0.5785 5.5837
57 H -2.2814 2.9218 4.5783
58 H -1.8991 2.6757 6.2800
59 H 0.6849 2.3228 4.9503
60 H -0.0853 3.8880 4.4210
61 H -3.7357 0.3622 4.6104
62 H -4.8754 -0.2860 2.8485
63 H -6.5178 -3.0166 3.6742
64 H -6.6340 -1.2290 3.6357
65 H -5.9557 -1.3636 1.0668
66 H -8.4828 -1.5703 1.7401
67 H -8.1814 -3.4002 1.8292
68 H -8.0803 -2.5746 0.2335
69 H -5.9408 -4.1508 1.7773
70 H -3.7266 -0.4160 0.9591
71 H -3.6250 -2.1493 1.2615
72 H -2.4042 -1.3026 -0.4653
73 H -0.6736 -1.1414 -0.4277
74 H -2.1350 0.4394 -1.7523
75 H -2.5108 1.3987 -0.3482
76 H 0.4161 0.7236 -0.4780
77 H -0.3185 2.3634 -0.6916
78 H -1.8205 1.8731 -3.5567
79 H -0.9311 1.5137 -5.9842
80 H 1.4387 0.6734 -6.3886
81 H 3.0176 0.1476 -4.3013
82 H 2.0919 0.4130 -1.9893
83 H -1.7663 -2.9710 0.5350
84 H -0.2106 -2.5721 1.0644
85 H -1.0816 -4.9629 1.8828
86 C 7.1954 0.7642 -5.1935
87 O 6.0079 0.9545 -5.9649
88 P 6.0282 2.0330 -7.2894
89 O 4.7472 1.4276 -7.8242
90 O 7.3399 1.3018 -7.9214
91 C 7.2497 -0.0451 -8.3674
92 O 6.0997 3.1502 -8.5776
93 C 5.3989 4.3741 -8.3406
94 H 6.9447 0.8421 -4.1342
95 H 7.5941 -0.2346 -5.3879
96 H 7.9594 1.5056 -5.4279
97 H 6.3083 -0.5176 -8.0885
98 H 8.0700 -0.6094 -7.9206
99 H 7.3620 -0.0649 -9.4512
100 H 5.7977 4.8735 -7.4560
101 H 4.3329 4.1766 -8.2037
102 H 5.5353 5.0235 -9.2037

Values from the calculation:
- Frontier orbital gap: 7.1 eV
- Charge: +1
- Electronic energy: -3903.570093 a.u.
- HOMO energy: -10.90 eV
- Multiplicity: 1
- Energy above the lowest of the compared OMol25 structures with the same formula, charge and spin: 5.924 eV